[1]
ORCA calculation (wB97M-V/def2-TZVPD) on a 13-piece molecular cluster, C52H74N4O27 overall at a distorted geometry.

Atoms and positions in Å:
C: -0.996 -3.623 -1.072
C: -1.241 -4.062 -2.536
C: -0.116 -3.804 -3.504
O: 0.238 -5.104 -3.977
C: -0.618 -6.007 -3.458
O: -0.572 -7.214 -3.711
O: -1.438 -5.429 -2.543
H: -0.084 -4.070 -0.676
H: -1.835 -3.909 -0.438
H: -0.864 -2.542 -1.102
H: -2.192 -3.619 -2.832
H: 0.762 -3.390 -3.009
H: -0.461 -3.177 -4.327
C: -3.320 1.021 7.829
C: -1.952 0.620 7.214
C: -1.880 -0.797 6.636
O: -1.080 -0.599 5.493
C: -1.096 0.641 5.171
O: -0.585 1.074 4.149
O: -1.737 1.341 6.109
H: -3.514 0.270 8.595
H: -4.079 0.912 7.055
H: -3.337 2.028 8.245
H: -1.126 0.808 7.900
H: -2.861 -1.171 6.344
H: -1.546 -1.577 7.320
C: -7.600 -1.542 1.166
C: -6.671 -0.526 1.849
C: -6.128 -1.102 3.162
O: -4.739 -0.756 3.153
C: -4.440 -0.335 1.928
O: -3.312 -0.167 1.502
O: -5.516 -0.290 1.146
H: -8.297 -1.899 1.924
H: -7.002 -2.415 0.905
H: -8.038 -1.059 0.292
H: -7.294 0.345 2.051
H: -6.243 -2.186 3.158
H: -6.657 -0.686 4.020
C: 5.674 -0.683 -1.326
C: 6.278 -0.397 0.078
C: 7.743 -0.694 0.268
O: 8.081 0.372 1.139
C: 7.161 1.324 1.236
O: 7.284 2.424 1.823
O: 6.178 0.960 0.442
H: 4.647 -0.338 -1.449
H: 5.870 -1.706 -1.645
H: 6.299 -0.152 -2.044
H: 5.714 -0.968 0.816
H: 8.350 -0.646 -0.636
H: 7.985 -1.659 0.715
C: -1.889 -4.275 5.539
C: -1.586 -4.205 4.041
C: -2.346 -3.191 3.257
O: -1.322 -2.403 2.645
C: -0.070 -2.920 2.870
O: 1.000 -2.501 2.446
O: -0.196 -3.936 3.865
H: -1.320 -5.008 6.110
H: -2.923 -4.517 5.785
H: -1.682 -3.341 6.063
H: -1.871 -5.179 3.643
H: -2.825 -2.457 3.904
H: -3.040 -3.622 2.536
C: -3.516 -1.582 -7.671
C: -2.162 -1.040 -7.164
C: -2.196 0.457 -6.939
O: -1.862 0.691 -5.605
C: -1.678 -0.533 -5.025
O: -1.495 -0.659 -3.823
O: -1.918 -1.545 -5.884
H: -3.550 -1.637 -8.759
H: -4.393 -1.107 -7.232
H: -3.702 -2.578 -7.270
H: -1.397 -1.326 -7.886
H: -3.163 0.910 -7.155
H: -1.534 1.036 -7.584
C: -3.309 3.258 -0.258
C: -4.146 2.679 -1.415
C: -3.827 1.214 -1.840
O: -5.121 0.732 -2.055
C: -6.049 1.570 -1.502
O: -7.261 1.473 -1.609
O: -5.473 2.621 -0.907
H: -3.744 3.079 0.725
H: -3.228 4.337 -0.392
H: -2.315 2.813 -0.208
H: -4.192 3.302 -2.308
H: -3.261 0.664 -1.088
H: -3.292 1.267 -2.788
C: 4.766 4.280 1.636
C: 3.346 3.902 1.050
C: 2.221 4.667 1.641
O: 2.035 5.732 0.761
C: 2.491 5.330 -0.463
O: 2.290 5.930 -1.541
O: 3.207 4.222 -0.342
H: 4.851 4.114 2.710
H: 4.967 5.335 1.448
H: 5.515 3.741 1.056
H: 3.291 2.829 1.235
H: 2.552 5.035 2.611
H: 1.325 4.046 1.655
C: 4.402 -1.269 3.610
C: 3.234 -0.287 3.474
C: 2.303 -0.233 4.704
O: 2.242 1.152 4.941
C: 2.938 1.872 4.138
O: 2.918 3.110 4.137
O: 3.666 1.061 3.327
H: 4.909 -1.242 4.574
H: 5.088 -0.909 2.844
H: 4.081 -2.276 3.343
H: 2.642 -0.621 2.622
H: 2.695 -0.743 5.584
H: 1.342 -0.662 4.422
N: 2.739 -2.147 -0.299
C: 2.890 -2.297 -1.660
C: 3.636 -3.506 -1.841
C: 3.681 -4.188 -0.581
C: 3.134 -3.270 0.343
H: 2.333 -1.329 0.133
H: 2.560 -1.559 -2.377
H: 3.914 -3.854 -2.825
H: 4.145 -5.146 -0.399
H: 2.957 -3.330 1.407
N: -0.450 0.518 0.872
C: -0.418 0.333 -0.503
C: 0.882 0.517 -1.039
C: 1.656 0.870 0.040
C: 0.836 0.933 1.209
H: -1.236 0.264 1.453
H: -1.327 0.025 -0.999
H: 1.061 0.392 -2.097
H: 2.701 1.059 -0.156
H: 1.079 1.196 2.227
N: 3.868 1.800 -6.039
C: 2.583 2.123 -6.321
C: 1.891 2.131 -5.118
C: 2.792 1.801 -4.086
C: 4.039 1.580 -4.663
H: 4.619 1.706 -6.708
H: 2.346 2.321 -7.355
H: 0.884 2.495 -4.979
H: 2.668 1.705 -3.017
H: 5.021 1.371 -4.266
N: -0.306 3.995 -2.905
C: -1.162 2.933 -3.243
C: -2.229 3.504 -3.970
C: -2.000 4.881 -4.091
C: -0.791 5.177 -3.466
H: 0.511 3.943 -2.313
H: -0.966 1.991 -2.752
H: -3.025 2.867 -4.328
H: -2.588 5.624 -4.610
H: -0.194 6.078 -3.459

For the energy above the lowest of the compared OMol25 structures with the same formula, charge and spin, the calculation gives 65.2 kcal/mol. The frontier orbital gap comes out at 7.4685 eV. For the HOMO energy, the calculation gives -7.7 eV. The value obtained for the max |F| is 4.7 eV/A. For the LUMO energy, the calculation gives -0.25 eV.

Löwdin population analysis, charges in e, atoms 1 to 8: number 1, C, carries 0.005; number 2, C, carries -0.343; number 3, C, carries -0.073; number 4, O, carries 0.077; number 5, C, carries -0.505; number 6, O, carries 0.106; number 7, O, carries 0.085; number 8, H, carries 0.087

[2]
ORCA calculation (wB97M-V/def2-TZVPD) on a 13-piece molecular cluster, C52H78O36 overall at a distorted geometry.

Atoms and positions in Å:
C: 8.080 14.944 16.212
C: 9.060 14.591 17.398
C: 9.862 13.364 17.166
O: 11.119 13.644 17.819
C: 11.216 15.031 17.951
O: 12.181 15.641 18.334
O: 10.035 15.629 17.651
H: 8.641 15.167 15.292
H: 7.500 15.872 16.364
H: 7.418 14.117 16.002
H: 8.457 14.552 18.309
H: 10.079 13.295 16.112
H: 9.307 12.519 17.684
C: 12.592 7.528 17.309
C: 13.572 8.627 17.219
C: 13.650 9.469 18.475
O: 14.799 9.009 19.192
C: 15.566 8.336 18.329
O: 16.646 7.895 18.636
O: 14.928 8.063 17.195
H: 12.844 6.921 18.198
H: 12.721 6.822 16.460
H: 11.578 7.908 17.399
H: 13.454 9.211 16.274
H: 12.814 9.330 19.166
H: 13.724 10.554 18.309
C: 11.197 8.911 13.185
C: 11.062 10.087 14.090
C: 9.631 10.714 14.326
O: 9.559 10.925 15.762
C: 10.672 10.392 16.314
O: 10.897 10.476 17.487
O: 11.370 9.662 15.478
H: 12.184 8.511 13.135
H: 10.880 9.320 12.219
H: 10.418 8.135 13.364
H: 11.777 10.818 13.762
H: 8.787 10.100 14.006
H: 9.472 11.766 13.965
C: 11.711 20.246 16.916
C: 13.169 20.073 16.513
C: 14.108 19.522 17.689
O: 14.862 18.557 16.989
C: 14.253 18.205 15.876
O: 14.613 17.255 15.258
O: 13.288 19.045 15.515
H: 11.306 19.260 17.167
H: 11.227 20.700 16.071
H: 11.560 20.865 17.763
H: 13.632 20.944 16.051
H: 13.428 19.027 18.320
H: 14.749 20.334 18.126
C: 17.594 17.339 18.370
C: 18.335 18.198 17.420
C: 18.055 17.790 15.994
O: 17.283 18.845 15.470
C: 17.206 19.903 16.285
O: 16.596 20.904 16.090
O: 17.822 19.594 17.439
H: 18.101 16.365 18.398
H: 16.606 17.175 18.090
H: 17.636 17.748 19.379
H: 19.356 18.301 17.700
H: 17.458 16.890 15.764
H: 18.975 17.653 15.450
C: 15.531 8.870 13.558
C: 15.754 10.349 13.143
C: 16.288 10.605 11.780
O: 15.147 11.103 11.057
C: 14.143 11.432 11.908
O: 13.180 12.033 11.621
O: 14.452 11.009 13.118
H: 15.292 8.749 14.620
H: 16.394 8.287 13.288
H: 14.681 8.445 12.958
H: 16.270 10.893 13.924
H: 16.538 9.653 11.262
H: 17.094 11.342 11.691
C: 13.498 17.260 12.195
C: 12.150 17.093 12.748
C: 11.044 16.991 11.630
O: 10.105 16.009 12.125
C: 10.719 15.291 13.093
O: 10.229 14.366 13.593
O: 11.896 15.817 13.469
H: 13.679 16.416 11.541
H: 14.313 17.280 12.968
H: 13.458 18.167 11.568
H: 11.871 17.810 13.473
H: 11.530 16.580 10.740
H: 10.557 17.925 11.356
C: 13.157 13.527 20.858
C: 14.100 13.118 19.646
C: 15.100 14.213 19.223
O: 16.177 13.877 20.092
C: 16.152 12.649 20.592
O: 16.946 12.125 21.276
O: 14.963 12.100 20.165
H: 12.885 12.612 21.352
H: 12.301 14.270 20.670
H: 13.801 14.012 21.552
H: 13.498 12.601 18.877
H: 14.769 15.198 19.481
H: 15.319 14.135 18.174
C: 15.217 15.127 7.968
C: 14.983 13.983 8.876
C: 15.530 12.594 8.386
O: 16.846 12.577 8.865
C: 16.877 13.329 9.974
O: 17.748 13.316 10.796
O: 15.759 14.059 10.113
H: 16.280 15.180 7.733
H: 14.822 16.048 8.368
H: 14.709 14.996 7.011
H: 13.996 13.838 9.255
H: 15.492 12.473 7.294
H: 15.028 11.828 8.927
C: 19.495 12.427 19.210
C: 18.604 11.394 18.456
C: 17.429 12.050 17.698
O: 17.569 11.492 16.392
C: 18.650 10.731 16.278
O: 19.002 10.177 15.292
O: 19.390 10.750 17.425
H: 19.047 12.697 20.148
H: 19.524 13.397 18.720
H: 20.502 11.982 19.323
H: 18.236 10.604 19.054
H: 17.644 13.130 17.572
H: 16.354 11.897 18.040
O: 20.200 15.751 17.111
C: 20.865 15.025 16.339
O: 20.377 14.719 15.101
C: 21.255 13.723 14.439
C: 22.568 13.832 15.227
C: 22.126 14.189 16.611
H: 21.423 14.027 13.431
H: 20.759 12.732 14.487
H: 23.124 14.667 14.919
H: 23.120 12.890 15.157
H: 22.820 14.756 17.226
H: 21.885 13.287 17.129
O: 17.376 17.249 9.152
C: 17.630 17.248 10.338
O: 16.771 17.833 11.249
C: 17.394 17.734 12.572
C: 18.239 16.427 12.515
C: 18.803 16.611 11.082
H: 16.540 17.705 13.260
H: 18.046 18.586 12.835
H: 17.615 15.570 12.529
H: 18.942 16.323 13.317
H: 19.051 15.660 10.605
H: 19.717 17.242 11.221
O: 13.394 11.929 16.112
C: 13.977 12.729 15.479
O: 15.286 13.068 15.864
C: 15.728 14.183 15.038
C: 14.768 14.343 13.856
C: 13.508 13.725 14.449
H: 16.775 13.974 14.777
H: 15.649 15.060 15.667
H: 15.106 13.824 12.970
H: 14.669 15.366 13.579
H: 12.836 13.310 13.687
H: 12.893 14.350 15.038

For the energy above the lowest of the compared OMol25 structures with the same formula, charge and spin, the calculation gives 0.0 kcal/mol. The frontier orbital gap comes out at 10.4729 eV. For the HOMO energy, the calculation gives -10.1 eV. The value obtained for the max |F| is 3.7 eV/A. For the LUMO energy, the calculation gives 0.38 eV.

Löwdin population analysis, charges in e, atoms 1 to 8: number 1, C, carries 0.003; number 2, C, carries -0.293; number 3, C, carries -0.110; number 4, O, carries 0.045; number 5, C, carries -0.507; number 6, O, carries 0.127; number 7, O, carries 0.081; number 8, H, carries 0.063

[3]
ORCA calculation (wB97M-V/def2-TZVPD) on a 13-piece molecular cluster, C52H78O39 overall at a distorted geometry.

Atoms and positions in Å:
C: 3.031 -4.067 1.170
C: 2.582 -4.700 -0.118
C: 2.268 -6.141 0.070
O: 0.925 -6.193 -0.418
C: 0.374 -5.047 -0.638
O: -0.782 -4.851 -0.930
O: 1.326 -4.124 -0.519
H: 3.747 -4.687 1.709
H: 2.262 -3.967 1.936
H: 3.419 -3.061 1.009
H: 3.312 -4.451 -0.888
H: 2.167 -6.300 1.143
H: 2.971 -6.748 -0.501
C: 0.823 -5.781 -5.155
C: 1.063 -5.038 -3.900
C: 2.502 -4.811 -3.565
O: 2.546 -3.423 -3.194
C: 1.505 -2.757 -3.601
O: 1.356 -1.518 -3.541
O: 0.633 -3.708 -4.144
H: -0.227 -5.974 -5.377
H: 1.318 -6.749 -5.080
H: 1.262 -5.367 -6.063
H: 0.607 -5.451 -3.001
H: 3.145 -5.034 -4.417
H: 2.627 -5.527 -2.752
C: 3.235 5.953 -1.681
C: 2.718 4.748 -0.775
C: 2.155 3.581 -1.578
O: 2.766 2.443 -1.055
C: 3.709 2.804 -0.239
O: 4.479 2.030 0.297
O: 3.813 4.120 -0.205
H: 3.979 6.563 -1.167
H: 2.384 6.630 -1.751
H: 3.696 5.627 -2.614
H: 1.977 5.139 -0.078
H: 2.322 3.637 -2.654
H: 1.084 3.439 -1.439
C: -1.264 0.840 0.286
C: -0.398 -0.380 0.620
C: 0.505 -0.745 -0.591
O: 1.765 -0.690 -0.014
C: 1.710 -0.420 1.335
O: 2.600 -0.512 2.125
O: 0.512 -0.052 1.645
H: -0.605 1.683 0.079
H: -2.013 1.089 1.038
H: -1.848 0.727 -0.627
H: -0.924 -1.228 1.058
H: 0.466 0.032 -1.354
H: 0.238 -1.712 -1.019
C: -2.379 -1.747 -3.472
C: -3.550 -0.738 -3.424
C: -4.193 -0.383 -4.787
O: -5.507 -0.856 -4.674
C: -5.722 -1.544 -3.491
O: -6.718 -2.151 -3.155
O: -4.632 -1.405 -2.746
H: -2.344 -2.283 -2.523
H: -1.444 -1.192 -3.544
H: -2.550 -2.491 -4.250
H: -3.309 0.209 -2.940
H: -3.622 -0.777 -5.628
H: -4.115 0.702 -4.858
C: -0.875 -5.556 6.385
C: 0.131 -4.954 5.338
C: 0.563 -5.844 4.236
O: 0.080 -5.326 3.037
C: -0.296 -4.034 3.289
O: -0.664 -3.207 2.433
O: -0.420 -3.837 4.608
H: -0.997 -4.944 7.279
H: -0.514 -6.521 6.742
H: -1.863 -5.679 5.942
H: 1.047 -4.584 5.800
H: 0.202 -6.834 4.516
H: 1.646 -5.950 4.282
C: -3.745 -1.925 0.824
C: -4.316 -1.721 2.215
C: -4.082 -2.790 3.234
O: -3.624 -2.156 4.385
C: -3.267 -0.913 4.038
O: -2.663 -0.146 4.827
O: -3.693 -0.571 2.760
H: -4.411 -2.564 0.245
H: -2.732 -2.326 0.792
H: -3.843 -1.045 0.188
H: -5.394 -1.574 2.272
H: -3.275 -3.420 2.861
H: -4.966 -3.398 3.423
C: -4.973 2.471 -1.533
C: -4.734 2.781 0.003
C: -5.629 3.875 0.506
O: -6.198 3.418 1.739
C: -5.818 2.196 1.945
O: -6.224 1.414 2.866
O: -5.055 1.730 0.880
H: -6.027 2.410 -1.803
H: -4.363 1.648 -1.907
H: -4.646 3.364 -2.066
H: -3.691 3.097 -0.027
H: -6.311 4.032 -0.330
H: -5.070 4.804 0.616
C: 0.217 5.046 -5.672
C: -0.766 4.501 -4.729
C: -1.914 3.659 -5.218
O: -1.993 2.598 -4.291
C: -0.821 2.461 -3.681
O: -0.504 1.507 -3.016
O: -0.125 3.559 -3.886
H: -0.285 5.708 -6.377
H: 0.946 4.447 -6.218
H: 0.799 5.876 -5.272
H: -1.065 5.301 -4.052
H: -1.681 3.378 -6.245
H: -2.827 4.255 -5.192
C: 6.262 -1.389 5.356
C: 4.756 -1.444 5.157
C: 4.360 -2.703 4.300
O: 3.253 -3.130 5.076
C: 3.266 -2.548 6.312
O: 2.671 -2.943 7.323
O: 4.250 -1.743 6.363
H: 6.554 -0.666 6.118
H: 6.780 -1.163 4.424
H: 6.705 -2.308 5.741
H: 4.381 -0.473 4.834
H: 5.144 -3.460 4.316
H: 4.037 -2.456 3.289
C: -1.046 8.276 -2.522
C: -1.714 7.598 -1.247
C: -2.942 6.784 -1.353
O: -2.722 5.635 -0.563
C: -1.420 5.429 -0.513
O: -0.786 4.448 0.014
O: -0.810 6.606 -0.775
H: -1.615 9.177 -2.751
H: -1.097 7.601 -3.376
H: -0.008 8.597 -2.431
H: -1.843 8.301 -0.424
H: -3.145 6.322 -2.319
H: -3.795 7.313 -0.927
C: -2.242 3.087 3.370
C: -1.044 2.833 4.329
C: 0.235 2.611 3.456
O: 0.999 3.699 3.795
C: 0.505 4.387 4.817
O: 1.003 5.324 5.399
O: -0.779 4.046 4.911
H: -2.601 2.187 2.872
H: -1.965 3.833 2.624
H: -3.064 3.323 4.046
H: -1.110 2.023 5.055
H: 0.025 2.665 2.387
H: 0.536 1.631 3.827
C: 5.277 -1.418 -0.107
C: 4.600 -1.817 -1.442
C: 4.443 -0.739 -2.521
O: 4.869 -1.350 -3.690
C: 5.589 -2.441 -3.337
O: 6.193 -3.027 -4.156
O: 5.503 -2.704 -2.013
H: 5.465 -2.309 0.492
H: 4.642 -0.784 0.512
H: 6.275 -1.011 -0.265
H: 3.675 -2.381 -1.329
H: 5.072 0.121 -2.293
H: 3.415 -0.378 -2.533

For the energy above the lowest of the compared OMol25 structures with the same formula, charge and spin, the calculation gives 157.9 kcal/mol. The frontier orbital gap comes out at 9.4998 eV. For the HOMO energy, the calculation gives -10.0 eV. The value obtained for the max |F| is 6.7 eV/A. For the LUMO energy, the calculation gives -0.51 eV.

Löwdin population analysis, charges in e, atoms 1 to 8: number 1, C, carries -0.006; number 2, C, carries -0.309; number 3, C, carries -0.055; number 4, O, carries 0.091; number 5, C, carries -0.636; number 6, O, carries 0.147; number 7, O, carries 0.088; number 8, H, carries 0.100